C56H46BrN5O4PPbS as an isolated structure. Source: OMol25; level of theory: wB97M-V/def2-TZVPD.

Summary:
HOMO-LUMO gap (alpha / beta): 5.95 / 6.11 eV
Charge: +1
Max |F|: 0.77 eV/A
Energy above the lowest of the compared OMol25 structures with the same formula, charge and spin: 3.218 eV
HOMO (alpha / beta): -10.39 / -10.22 eV

Atoms and positions in Å:
Pb (-2.2358, -1.2700, 0.1445)
C (-5.3285, -1.2663, 4.0579)
C (-4.7177, -1.1730, 2.7994)
N (-3.4613, -1.5001, 2.5766)
C (-2.7153, -1.9496, 3.6028)
C (-3.2356, -2.0749, 4.9036)
C (-4.5823, -1.7182, 5.1101)
C (-2.4028, -2.5255, 5.9634)
C (-1.0952, -2.8638, 5.7212)
C (-0.5634, -2.7744, 4.4372)
C (-1.3289, -2.3037, 3.3481)
N (-0.9060, -2.2770, 2.0891)
C (0.3585, -2.6986, 1.7197)
C (1.5475, -2.2560, 2.2491)
C (2.7698, -2.7178, 1.7292)
C (2.7900, -3.6492, 0.7272)
C (1.5830, -4.1300, 0.1694)
C (1.5287, -5.1085, -0.8517)
C (0.3176, -5.4913, -1.3454)
C (-0.8498, -4.8750, -0.8441)
N (-0.8446, -3.9890, 0.1178)
C (0.3590, -3.6232, 0.6322)
H (-6.3635, -0.9800, 4.1769)
H (-5.2761, -0.8038, 1.9463)
H (-5.0091, -1.8057, 6.1014)
H (-2.8218, -2.6129, 6.9575)
H (-0.4721, -3.2253, 6.5276)
H (0.4463, -3.1118, 4.2599)
H (1.5361, -1.5152, 3.0405)
H (3.6983, -2.3195, 2.1116)
H (3.7304, -4.0177, 0.3440)
H (2.4509, -5.5342, -1.2286)
H (0.2366, -6.2401, -2.1203)
H (-1.8145, -5.1064, -1.2816)
C (-1.4348, 1.2676, -5.5108)
C (-2.1936, 0.2190, -4.7499)
C (-2.7285, -0.9055, -5.3734)
C (-3.3856, -1.8721, -4.6356)
C (-3.4708, -1.6603, -3.2721)
Br (-4.3295, -2.9722, -2.1704)
N (-2.9973, -0.6093, -2.6518)
C (-2.3723, 0.3158, -3.3794)
H (-1.8730, 1.4374, -6.4933)
H (-0.3988, 0.9568, -5.6593)
H (-1.4225, 2.2137, -4.9715)
H (-2.6263, -1.0277, -6.4449)
H (-3.8032, -2.7558, -5.0942)
H (-1.9786, 1.1641, -2.8271)
C (-0.0525, 1.8212, 6.0702)
C (-1.2319, 1.1859, 5.7031)
C (-1.5139, 0.9755, 4.3642)
C (-0.6240, 1.3877, 3.3714)
C (0.5449, 2.0430, 3.7469)
C (0.8275, 2.2546, 5.0905)
P (-1.1550, 1.1222, 1.6427)
C (0.1736, 1.7762, 0.5930)
C (-0.1001, 2.6690, -0.4385)
C (0.8973, 3.0359, -1.3312)
C (2.1741, 2.5148, -1.2008)
C (2.4479, 1.6174, -0.1773)
C (1.4522, 1.2401, 0.7019)
C (-2.4714, 2.3743, 1.4845)
C (-2.3538, 3.6111, 2.0609)
C (-3.3471, 4.5943, 1.8849)
C (-4.4543, 4.3203, 1.1379)
C (-4.6347, 3.0497, 0.5410)
C (-5.8073, 2.7429, -0.1932)
C (-5.9978, 1.5053, -0.7303)
C (-5.0042, 0.5058, -0.5788)
C (-3.8792, 0.8155, 0.1031)
C (-3.6249, 2.0594, 0.7125)
H (0.1720, 1.9906, 7.1146)
H (-1.9338, 0.8597, 6.4598)
H (-2.4577, 0.5235, 4.0837)
H (1.2390, 2.3972, 2.9963)
H (1.7360, 2.7719, 5.3691)
H (-1.0919, 3.0918, -0.5448)
H (0.6739, 3.7349, -2.1271)
H (2.9553, 2.7952, -1.8949)
H (3.4331, 1.1951, -0.0738)
H (1.6707, 0.5027, 1.4657)
H (-1.4827, 3.8417, 2.6618)
H (-3.2257, 5.5652, 2.3455)
H (-5.2222, 5.0706, 0.9973)
H (-6.5560, 3.5148, -0.3171)
H (-6.9004, 1.2718, -1.2789)
H (-5.1614, -0.4706, -1.0189)
C (7.4240, 4.3974, -3.1229)
C (6.8879, 2.9961, -3.0263)
C (6.1596, 2.4313, -4.0701)
C (5.6456, 1.1493, -3.9704)
C (5.8664, 0.4169, -2.8143)
C (6.6053, 0.9498, -1.7677)
C (7.1119, 2.2335, -1.8830)
S (5.1954, -1.2105, -2.6409)
O (5.8715, -2.0650, -3.5744)
O (5.1817, -1.5153, -1.2374)
N (3.6270, -1.0575, -3.1542)
C (2.5144, -1.5752, -2.3182)
C (1.2014, -1.0296, -2.8682)
C (-0.0248, -1.4120, -2.0171)
O (-0.7905, -2.2728, -2.4422)
O (-0.1828, -0.7990, -0.8872)
H (7.1168, 4.8774, -4.0501)
H (8.5142, 4.4001, -3.0851)
H (7.0679, 5.0050, -2.2901)
H (5.9958, 3.0024, -4.9754)
H (5.0819, 0.7223, -4.7891)
H (6.7783, 0.3588, -0.8790)
H (7.6909, 2.6533, -1.0692)
H (3.5954, -1.4443, -4.0909)
H (2.6617, -1.2800, -1.2833)
H (2.4935, -2.6673, -2.3522)
H (1.0125, -1.4636, -3.8514)
H (1.2699, 0.0564, -2.9454)